C39H73N18RbS | ωB97M-V/def2-TZVPD

CARTESIAN COORDINATES (ANGSTROEM)
1 Rb -0.23038 -0.01861 1.12175
2 C -3.12786 2.81310 -2.96324
3 N -2.83563 2.08310 -4.18621
4 C -3.93013 1.95409 -5.12232
5 C -1.51914 1.88023 -4.54641
6 N -0.61539 1.94977 -3.64709
7 C 0.78659 2.00774 -3.98428
8 C 1.61555 0.79878 -3.56009
9 N 1.53687 0.42445 -2.14389
10 C 1.40063 1.56109 -1.23017
11 C 2.59118 2.53781 -1.10036
12 N 3.23343 2.32596 0.18472
13 C 3.20653 3.26836 1.06032
14 N 3.32617 2.96327 2.39446
15 C 3.10808 1.61382 2.85314
16 C 3.90211 3.86481 3.36553
17 N 3.05940 4.62377 0.78979
18 C 3.73791 5.24091 -0.32079
19 C 2.12998 5.45191 1.52555
20 C 2.70403 -0.40646 -1.84317
21 C 2.71144 -1.09600 -0.48777
22 N 1.81647 -2.24510 -0.47002
23 C 2.19218 -3.27848 0.19791
24 N 3.10683 -3.26085 1.23682
25 C 4.05605 -4.32717 1.46879
26 C 3.11160 -2.20402 2.22617
27 N 1.73629 -4.53903 -0.14967
28 C 1.35414 -5.52086 0.84000
29 C 1.33850 -4.83864 -1.50625
30 N -1.35751 1.55749 -5.91532
31 C -0.54530 0.42729 -6.30512
32 C -1.38254 2.65945 -6.85324
33 H -4.10259 2.50456 -2.58724
34 H -3.13929 3.89617 -3.14001
35 H -2.38945 2.58096 -2.20546
36 H -4.13664 2.87867 -5.67710
37 H -4.83194 1.70199 -4.56295
38 H -3.72996 1.16152 -5.83806
39 H 1.19917 2.88678 -3.47733
40 H 0.96817 2.17495 -5.05125
41 H 2.65798 1.03166 -3.83966
42 H 1.32736 -0.07935 -4.14607
43 H 1.27200 1.13995 -0.23850
44 H 0.47965 2.08773 -1.47578
45 H 2.21061 3.55597 -1.23040
46 H 3.30940 2.36217 -1.90996
47 H 2.56111 1.63093 3.79765
48 H 4.05170 1.06952 2.98805
49 H 2.52573 1.09633 2.09818
50 H 4.27915 4.75768 2.87404
51 H 4.73881 3.37581 3.87547
52 H 3.16602 4.15935 4.12040
53 H 4.42553 4.52938 -0.77324
54 H 4.31298 6.10821 0.02483
55 H 3.04386 5.59088 -1.09443
56 H 1.59877 4.85165 2.26034
57 H 1.38451 5.87687 0.84504
58 H 2.63906 6.27949 2.03568
59 H 3.63041 0.18564 -1.92419
60 H 2.75487 -1.18272 -2.61270
61 H 2.50051 -0.35630 0.29123
62 H 3.74478 -1.40612 -0.28482
63 H 4.06837 -5.00768 0.62138
64 H 3.82700 -4.89804 2.37645
65 H 5.05773 -3.90440 1.58603
66 H 2.23778 -1.57218 2.10433
67 H 4.00914 -1.58193 2.15817
68 H 3.06037 -2.63692 3.23101
69 H 1.56964 -5.15180 1.83877
70 H 1.88633 -6.46650 0.69265
71 H 0.27853 -5.72900 0.77696
72 H 1.67298 -4.03953 -2.16187
73 H 1.79251 -5.78549 -1.81565
74 H 0.25398 -4.93894 -1.61185
75 H -0.56886 -0.32511 -5.51859
76 H 0.50200 0.67541 -6.51763
77 H -0.96925 -0.01591 -7.21110
78 H -2.04757 3.44272 -6.49249
79 H -1.75033 2.32083 -7.82567
80 H -0.38777 3.10330 -6.99961
81 C -4.63771 0.36970 0.30127
82 C -4.26252 1.03152 1.62518
83 N -3.12989 0.38655 2.27015
84 C -3.39254 -0.85184 2.96560
85 C -3.39001 -2.04870 2.02920
86 C -4.24688 -3.12794 2.20554
87 C -4.20968 -4.16106 1.28176
88 C -3.34925 -4.07300 0.19916
89 C -2.51854 -2.96172 0.10153
90 C -1.53427 -2.79180 -1.04024
91 N -1.31344 -1.41370 -1.41844
92 C -2.26650 -0.82844 -2.34935
93 C -3.62389 -0.55859 -1.71045
94 N -3.48498 0.32952 -0.57498
95 N -2.52463 -2.00145 1.01922
96 H -5.44632 0.94556 -0.16195
97 H -5.04429 -0.64116 0.48908
98 H -5.15146 1.04675 2.27555
99 H -3.96922 2.06456 1.43015
100 H -2.59417 1.04656 2.82035
101 H -4.34794 -0.84183 3.51362
102 H -2.59909 -0.99807 3.70398
103 H -4.94192 -3.14259 3.03535
104 H -4.87099 -5.01227 1.38702
105 H -3.33235 -4.83687 -0.56825
106 H -1.86619 -3.42073 -1.88309
107 H -0.56740 -3.17486 -0.70559
108 H -0.35709 -1.27664 -1.73066
109 H -2.42493 -1.46903 -3.23462
110 H -1.83951 0.11598 -2.68221
111 H -4.10324 -1.51385 -1.42638
112 H -4.27254 -0.10143 -2.46641
113 H -2.72207 -0.02361 -0.00870
114 N 0.08517 4.26450 4.34517
115 C -0.19670 3.03786 3.79548
116 S -0.83277 3.03139 2.20597
117 N 0.09999 2.04219 4.62184
118 N -0.06520 0.80017 4.11683
119 C 0.17034 -0.13238 4.96716
120 C 0.07404 -1.55561 4.63181
121 C 0.14441 -2.50329 5.65911
122 C 0.03606 -3.84584 5.35372
123 C -0.13945 -4.22368 4.02866
124 C -0.18730 -3.22055 3.07441
125 N -0.07703 -1.92648 3.35434
126 H -0.38715 5.04762 3.92824
127 H 0.21717 4.27228 5.34479
128 H 0.43874 0.12376 5.99296
129 H 0.27411 -2.17221 6.68124
130 H 0.08171 -4.59042 6.13850
131 H -0.24018 -5.26152 3.74105
132 H -0.32345 -3.46448 2.02379

Summary:
orbital gap: 7.08 eV
E_HOMO: -6.813 eV